[1]
Entry from the OMol25 dataset: one molecule with the formula C3H9NS at a distorted geometry (ωB97M-V/def2-TZVPD).

## Properties
- calculated total energy (eV) = -15581.280
- frontier orbital gap (eV) = 9.68
- ΔE to the lowest compared entry with this formula, charge and spin (kJ/mol) = 101.4
- HOMO level (Ha) = -0.317

Each atom is followed by the atoms it is bonded to, with distances in Å.
Geometry (Å):
1 C -0.608 -1.008 0.696  C2 1.577, H6 1.129, H7 1.092, H8 1.128
2 C -0.482 0.086 -0.433  C1 1.577, N3 1.392, C4 1.659, H9 1.034
3 N -1.233 1.221 -0.145  C2 1.392, H10 0.981, H11 0.956
4 C 1.131 0.417 -0.630  C2 1.659, S5 1.783, H12 1.122, H13 1.127
5 S 2.357 -0.852 -0.379  C4 1.783, H14 1.307
6 H -0.080 -1.968 0.425  C1 1.129
7 H -1.654 -1.196 0.948  C1 1.092
8 H -0.063 -0.606 1.597  C1 1.128
9 H -0.993 -0.306 -1.242  C2 1.034
10 H -0.807 2.055 0.146  N3 0.981
11 H -2.173 1.338 -0.274  N3 0.956
12 H 1.276 0.866 -1.648  C4 1.122
13 H 1.364 1.210 0.137  C4 1.127
14 H 1.965 -1.256 0.800  S5 1.307

Charges obtained by natural (NBO) population analysis, quoted in units of e: atom 1 (C): -0.631, atom 2 (C): -0.027, atom 3 (N): -0.871, atom 4 (C): -0.561, atom 5 (S): -0.002, atom 6 (H): 0.207, atom 7 (H): 0.212, atom 8 (H): 0.191, atom 9 (H): 0.179, atom 10 (H): 0.367, atom 11 (H): 0.378, atom 12 (H): 0.237, atom 13 (H): 0.206, atom 14 (H): 0.114


[2]
Entry from the OMol25 dataset: one molecule with the formula C2H2N2O2 at a distorted geometry (ωB97M-V/def2-TZVPD).

## Properties
- calculated total energy (eV) = -9178.458
- frontier orbital gap (eV) = 10.25
- ΔE to the lowest compared entry with this formula, charge and spin (kJ/mol) = 321.2
- HOMO level (Ha) = -0.369

Each atom is followed by the atoms it is bonded to, with distances in Å.
Geometry (Å):
1 O -0.742 1.662 -1.179  C2 1.147
2 C -0.389 0.726 -0.619  O1 1.147, C3 1.411, O6 1.392
3 C -0.894 -0.275 0.238  C2 1.411, N4 1.256, H7 1.186
4 N 0.004 -1.071 0.611  C3 1.256, N5 1.372
5 N 1.178 -0.668 0.028  N4 1.372, O6 1.342, H8 0.965
6 O 0.973 0.599 -0.364  C2 1.392, N5 1.342
7 H -2.018 -0.208 0.610  C3 1.186
8 H 1.888 -0.765 0.674  N5 0.965

Charges obtained by natural (NBO) population analysis, quoted in units of e: atom 1 (O): -0.509, atom 2 (C): 0.674, atom 3 (C): -0.127, atom 4 (N): -0.181, atom 5 (N): -0.126, atom 6 (O): -0.337, atom 7 (H): 0.237, atom 8 (H): 0.370


Q: Look up the HOMO level of the first one.
A: -0.317 Ha